No. 1
C38H59BF5N3O3ReS2Sb3Si3 | ωB97M-V/def2-TZVPD

Its charge is +1. The value obtained for the LUMO energy (spin up / spin down) is -2.47 / -4.61 eV. As for the spin multiplicity: 4. Its expectation value of S² is 3.784.

Cartesian coordinates (Å):
Re (-0.102, -0.101, 0.630)
O (-1.863, -4.729, -1.875)
C (-2.855, -3.847, -2.115)
C (-3.950, -4.302, -2.846)
C (-5.000, -3.454, -3.132)
C (-4.997, -2.136, -2.670)
C (-3.928, -1.691, -1.926)
C (-2.839, -2.525, -1.643)
C (-1.697, -1.959, -0.903)
O (-1.866, -0.840, -0.273)
N (-0.563, -2.614, -0.908)
N (0.492, -1.882, -0.318)
C (1.647, -2.338, -0.697)
S (1.755, -3.713, -1.763)
C (3.571, -3.711, -1.859)
C (4.125, -3.127, -0.577)
S (3.158, -1.637, -0.212)
H (-1.110, -4.232, -1.497)
H (-3.941, -5.328, -3.194)
H (-5.828, -3.815, -3.731)
H (-5.819, -1.469, -2.896)
H (-3.906, -0.672, -1.556)
H (3.870, -3.129, -2.730)
H (3.890, -4.744, -1.992)
H (5.165, -2.813, -0.668)
H (4.017, -3.813, 0.261)
C (3.187, -0.667, 2.993)
Sb (2.229, 0.755, 1.722)
C (1.831, 2.277, 3.154)
C (4.022, 1.787, 0.984)
C (5.041, 0.978, 0.246)
C (5.895, 0.141, 0.969)
C (6.832, -0.666, 0.344)
C (6.933, -0.650, -1.043)
C (6.121, 0.203, -1.772)
C (5.196, 1.049, -1.149)
C (4.421, 2.004, -1.987)
Sb (2.262, 1.376, -2.136)
C (2.502, -0.273, -3.464)
C (1.571, 2.733, -3.621)
H (3.580, -0.157, 3.873)
H (4.004, -1.155, 2.462)
H (2.456, -1.413, 3.290)
H (2.729, 2.461, 3.743)
H (1.010, 1.975, 3.799)
H (1.542, 3.195, 2.638)
H (4.420, 2.133, 1.940)
H (3.658, 2.651, 0.432)
H (5.835, 0.147, 2.053)
H (7.492, -1.290, 0.935)
H (7.657, -1.277, -1.550)
H (6.225, 0.250, -2.851)
H (4.734, 2.017, -3.034)
H (4.376, 3.018, -1.586)
H (2.339, 0.087, -4.481)
H (1.769, -1.046, -3.235)
H (3.513, -0.666, -3.360)
H (2.359, 2.817, -4.373)
H (1.355, 3.711, -3.198)
H (0.671, 2.320, -4.076)
F (-3.859, 4.178, -2.907)
C (-2.872, 3.352, -2.600)
C (-2.913, 2.034, -3.016)
F (-3.944, 1.599, -3.733)
C (-1.883, 1.170, -2.696)
F (-1.903, -0.077, -3.170)
C (-0.817, 1.569, -1.900)
O (0.139, 0.675, -1.529)
C (-0.781, 2.915, -1.542)
F (0.301, 3.369, -0.883)
C (-1.781, 3.804, -1.880)
F (-1.691, 5.080, -1.536)
B (-1.461, 4.182, 1.938)
C (-1.071, 2.744, 1.536)
N (-0.775, 1.655, 1.257)
H (-1.662, 4.157, 3.138)
H (-2.454, 4.483, 1.307)
H (-0.523, 4.899, 1.647)
C (0.918, -0.632, 5.504)
Si (-0.873, -0.351, 5.075)
C (-1.901, -1.334, 6.282)
C (-1.329, 1.458, 5.101)
Sb (-1.375, -1.216, 2.680)
Si (-1.137, -3.803, 2.649)
C (-1.316, -4.342, 4.423)
C (0.601, -4.164, 2.061)
C (-2.477, -4.569, 1.619)
Si (-3.889, -0.515, 2.387)
C (-4.809, -1.914, 1.595)
C (-4.551, -0.268, 4.108)
C (-3.975, 1.068, 1.424)
H (1.066, -0.482, 6.579)
H (1.572, 0.062, 4.976)
H (1.227, -1.652, 5.260)
H (-1.844, -0.862, 7.272)
H (-1.523, -2.354, 6.380)
H (-2.954, -1.385, 5.997)
H (-0.634, 2.030, 5.723)
H (-2.330, 1.594, 5.517)
H (-1.326, 1.897, 4.103)
H (-0.501, -3.963, 5.047)
H (-1.299, -5.438, 4.471)
H (-2.265, -4.002, 4.848)
H (1.228, -3.270, 2.113)
H (0.601, -4.519, 1.026)
H (1.052, -4.937, 2.689)
H (-3.314, -4.859, 2.260)
H (-2.108, -5.463, 1.107)
H (-2.859, -3.888, 0.857)
H (-4.893, -2.760, 2.283)
H (-4.327, -2.257, 0.683)
H (-5.822, -1.587, 1.332)
H (-4.607, -1.218, 4.648)
H (-5.568, 0.138, 4.043)
H (-3.948, 0.431, 4.689)
H (-3.387, 1.003, 0.505)
H (-3.603, 1.912, 2.010)
H (-5.016, 1.275, 1.152)



No. 2
C38H59CrF15N2O16P2S2 | ωB97M-V/def2-TZVPD

Its charge is +1. The value obtained for the LUMO energy (spin up / spin down) is -7.42 / -5.74 eV. As for the spin multiplicity: 4. Its expectation value of S² is 3.775.

Cartesian coordinates (Å):
C (2.429, -3.923, -1.900)
C (1.001, -3.549, -1.585)
C (0.089, -4.751, -1.260)
N (-1.289, -4.477, -0.725)
C (-1.251, -3.862, 0.659)
C (-2.118, -5.742, -0.771)
C (-3.541, -5.281, -0.637)
C (-3.565, -4.045, -1.468)
C (-2.106, -3.562, -1.654)
H (2.389, -4.488, -2.833)
H (2.911, -4.569, -1.160)
H (3.125, -3.086, -1.923)
H (0.594, -3.019, -2.448)
H (0.957, -2.868, -0.729)
H (0.562, -5.401, -0.522)
H (-0.118, -5.305, -2.177)
H (-0.564, -3.023, 0.631)
H (-0.929, -4.682, 1.299)
H (-2.255, -3.539, 0.925)
H (-1.849, -6.478, -0.010)
H (-1.965, -6.286, -1.703)
H (-3.951, -5.093, 0.355)
H (-4.153, -6.088, -1.043)
H (-4.109, -3.242, -0.973)
H (-4.041, -4.141, -2.443)
H (-1.863, -2.528, -1.423)
H (-1.750, -3.831, -2.648)
Cr (-2.757, 2.526, 1.349)
P (0.005, 0.131, 0.873)
F (0.643, 1.358, 0.065)
F (0.515, 0.747, 2.281)
F (-1.426, 1.016, 1.060)
F (-0.742, -1.004, 1.789)
F (-0.695, -0.610, -0.377)
F (1.319, -0.803, 0.699)
P (-4.814, -0.219, -0.089)
F (-6.033, 0.178, 0.933)
F (-5.074, 1.154, -0.926)
F (-3.813, 0.712, 0.847)
F (-3.612, -0.595, -1.063)
F (-4.466, -1.445, 0.934)
F (-5.832, -1.107, -0.953)
N (-2.584, 3.523, -0.277)
S (-2.650, 5.070, -0.797)
O (-3.916, 5.452, -1.339)
O (-1.494, 5.708, -1.335)
F (-2.734, 5.719, 0.671)
S (-2.364, 3.015, -1.900)
O (-1.102, 3.215, -2.583)
O (-3.594, 2.881, -2.635)
F (-2.138, 1.505, -1.459)
C (4.122, 1.260, 0.098)
O (4.705, 0.134, -0.511)
C (5.537, -0.651, 0.220)
O (5.768, -0.534, 1.385)
O (5.971, -1.570, -0.624)
C (6.906, -2.559, -0.169)
H (4.448, 1.530, 1.101)
H (3.057, 1.042, 0.206)
H (4.080, 2.124, -0.562)
H (6.394, -3.465, 0.146)
H (7.535, -2.229, 0.657)
H (7.556, -2.685, -1.031)
C (-5.210, 0.847, 5.646)
O (-4.619, 1.467, 4.502)
C (-3.400, 1.137, 4.112)
O (-2.953, 1.587, 3.074)
O (-2.787, 0.348, 4.974)
C (-1.424, 0.012, 4.766)
H (-4.838, -0.164, 5.783)
H (-6.272, 0.839, 5.410)
H (-5.047, 1.449, 6.539)
H (-1.333, -0.885, 4.160)
H (-0.942, -0.133, 5.731)
H (-0.858, 0.810, 4.288)
C (0.436, 6.601, 1.698)
O (-0.118, 5.327, 1.407)
C (-0.250, 4.354, 2.245)
O (-0.966, 3.389, 1.966)
O (0.512, 4.487, 3.308)
C (0.690, 3.394, 4.195)
H (1.512, 6.540, 1.863)
H (-0.008, 7.086, 2.567)
H (0.301, 7.294, 0.871)
H (-0.272, 3.017, 4.544)
H (1.247, 3.707, 5.075)
H (1.235, 2.559, 3.767)
C (-1.329, -3.069, 7.038)
O (-0.014, -3.606, 6.957)
C (0.784, -3.481, 5.902)
O (1.803, -4.090, 5.775)
O (0.261, -2.644, 4.997)
C (1.060, -2.247, 3.883)
H (-1.344, -1.988, 6.924)
H (-1.857, -3.407, 7.924)
H (-1.874, -3.530, 6.209)
H (0.547, -2.664, 3.012)
H (1.978, -2.819, 3.744)
H (1.121, -1.166, 3.875)
F (4.573, 4.624, 1.293)
C (3.951, 4.793, 0.116)
C (2.716, 4.202, -0.124)
C (2.043, 4.488, -1.298)
C (2.570, 5.369, -2.249)
C (3.801, 5.965, -2.001)
C (4.468, 5.674, -0.815)
H (2.188, 3.567, 0.576)
H (1.068, 4.030, -1.400)
H (1.939, 5.636, -3.085)
H (4.177, 6.620, -2.773)
H (5.432, 6.119, -0.604)
C (3.267, 0.268, -5.396)
C (3.939, -0.466, -4.425)
C (3.456, -0.550, -3.107)
C (2.279, 0.150, -2.819)
C (1.687, 0.981, -3.773)
C (2.138, 1.020, -5.069)
H (3.734, 0.398, -6.364)
H (4.868, -0.970, -4.656)
H (3.880, -1.194, -2.354)
H (1.794, 0.072, -1.854)
H (0.832, 1.577, -3.478)
H (1.695, 1.726, -5.758)
C (-1.094, -1.740, -4.690)
C (-1.439, -1.947, -5.995)
C (-1.868, -0.911, -6.831)
C (-2.002, 0.342, -6.245)
C (-1.665, 0.575, -4.906)
C (-1.307, -0.510, -4.095)
H (-0.643, -2.545, -4.123)
H (-1.114, -2.851, -6.500)
H (-1.919, -0.957, -7.909)
H (-2.116, 1.206, -6.888)
H (-1.523, 1.592, -4.566)
H (-0.938, -0.377, -3.085)



No. 3
C38H60BO6 | ωB97M-V/def2-TZVPD

Its charge is -1. The value obtained for the LUMO energy is -0.36 eV. As for the spin multiplicity: 1.

Cartesian coordinates (Å):
C (0.781, -5.048, 0.953)
C (1.985, -4.307, 1.538)
C (2.609, -3.350, 0.525)
C (3.787, -2.542, 1.093)
C (4.825, -2.240, 0.008)
C (5.823, -1.154, 0.425)
C (6.593, -0.539, -0.752)
C (5.935, 0.698, -1.427)
C (4.493, 0.990, -1.012)
C (3.776, 1.961, -1.953)
C (2.314, 2.143, -1.500)
C (2.099, 3.334, -0.531)
C (1.624, 2.933, 0.880)
C (0.380, 3.684, 1.401)
C (-0.966, 2.957, 1.178)
C (-1.106, 1.762, 2.139)
C (-2.547, 1.316, 2.381)
C (-3.262, 0.659, 1.206)
C (-2.580, -0.654, 0.740)
C (-4.743, 0.376, 1.535)
C (-5.523, 0.398, 0.208)
C (-6.751, -0.492, 0.161)
C (-7.418, -0.699, -1.006)
C (-7.614, -2.097, -1.542)
C (-7.941, 0.455, -1.841)
C (-1.229, 2.653, -0.325)
O (-2.333, 3.394, -0.733)
B (-2.956, 4.104, 0.437)
O (-1.955, 3.894, 1.535)
H (1.106, -5.758, 0.191)
H (0.224, -5.570, 1.731)
H (0.108, -4.344, 0.457)
H (1.683, -3.760, 2.434)
H (2.747, -5.050, 1.790)
H (2.988, -3.947, -0.313)
H (1.839, -2.686, 0.123)
H (3.378, -1.601, 1.469)
H (4.250, -3.090, 1.918)
H (5.380, -3.162, -0.190)
H (4.282, -1.959, -0.898)
H (5.340, -0.406, 1.055)
H (6.558, -1.655, 1.065)
H (7.598, -0.284, -0.408)
H (6.731, -1.325, -1.500)
H (5.976, 0.562, -2.510)
H (6.554, 1.573, -1.211)
H (4.511, 1.448, -0.018)
H (3.909, 0.071, -0.981)
H (4.305, 2.915, -2.013)
H (3.785, 1.522, -2.954)
H (1.635, 2.191, -2.351)
H (2.069, 1.240, -0.935)
H (1.355, 3.983, -0.995)
H (3.024, 3.914, -0.476)
H (2.447, 3.133, 1.572)
H (1.404, 1.864, 0.937)
H (0.290, 4.695, 1.002)
H (0.482, 3.765, 2.488)
H (-0.717, 2.102, 3.106)
H (-0.470, 0.913, 1.855)
H (-3.134, 2.158, 2.746)
H (-2.518, 0.566, 3.191)
H (-3.289, 1.317, 0.338)
H (-2.228, -0.602, -0.290)
H (-1.747, -0.924, 1.395)
H (-3.292, -1.483, 0.801)
H (-4.845, -0.572, 2.061)
H (-5.102, 1.219, 2.130)
H (-5.763, 1.444, -0.012)
H (-4.876, 0.046, -0.599)
H (-7.133, -0.924, 1.080)
H (-8.011, -2.778, -0.781)
H (-8.297, -2.096, -2.396)
H (-6.650, -2.456, -1.903)
H (-8.579, 1.094, -1.236)
H (-7.166, 1.060, -2.323)
H (-8.546, 0.055, -2.658)
H (-0.389, 2.904, -0.982)
H (-1.394, 1.568, -0.448)
H (-3.125, 5.288, 0.151)
H (-4.012, 3.521, 0.779)
C (-4.723, -2.531, 5.821)
C (-5.123, -1.869, 4.739)
C (-6.525, -1.963, 4.255)
O (-6.890, -1.363, 3.269)
C (-7.461, -2.822, 5.027)
C (-7.058, -3.482, 6.108)
C (-5.656, -3.388, 6.591)
O (-5.294, -3.991, 7.580)
H (-3.707, -2.477, 6.192)
H (-4.459, -1.235, 4.163)
H (-8.476, -2.874, 4.656)
H (-7.720, -4.114, 6.687)
C (7.836, 2.245, -5.393)
C (8.803, 1.941, -6.253)
C (8.571, 0.990, -7.369)
O (9.453, 0.712, -8.153)
C (7.217, 0.392, -7.490)
C (6.249, 0.696, -6.629)
C (6.481, 1.648, -5.513)
O (5.602, 1.926, -4.729)
H (7.981, 2.934, -4.570)
H (9.798, 2.364, -6.186)
H (7.071, -0.297, -8.311)
H (5.255, 0.272, -6.696)



No. 4
C38H61F5NO7PS | ωB97M-V/def2-TZVPD

Its charge is 0. The value obtained for the LUMO energy is -0.22 eV. As for the spin multiplicity: 1. As for the SMILES: CCP(C)c1cc(CCCC(F)(F)C(F)(F)F)cc2c1Sc1cc(CCCCCOC)ccc1N2.COCCOCCOC.COCCOCCOC.

Cartesian coordinates (Å):
C (3.369, 0.534, -1.415)
C (2.842, -0.654, -0.363)
P (4.026, -0.497, 1.175)
C (4.596, -2.254, 1.734)
C (3.045, 0.387, 2.608)
C (3.288, 2.000, 2.977)
C (2.430, 2.730, 4.201)
C (2.589, 4.348, 4.586)
C (1.112, 5.105, 4.392)
C (0.943, 5.805, 2.904)
C (-0.073, 4.939, 1.896)
F (0.173, 3.465, 1.972)
F (-1.517, 5.162, 2.212)
C (0.109, 5.369, 0.305)
F (-0.900, 4.702, -0.593)
F (-0.139, 6.838, 0.171)
F (1.443, 4.969, -0.217)
C (1.330, 1.907, 5.155)
C (1.100, 0.328, 4.782)
C (1.930, -0.398, 3.524)
S (1.441, -2.226, 3.247)
C (-0.455, -2.145, 3.483)
C (-1.536, -2.907, 2.510)
C (-3.148, -2.650, 2.873)
C (-4.396, -3.283, 1.989)
C (-5.184, -2.122, 1.079)
C (-6.589, -1.612, 1.759)
C (-6.459, -0.222, 2.638)
C (-7.318, 1.044, 2.024)
O (-8.772, 0.979, 2.315)
C (-9.319, 2.362, 2.110)
C (-3.613, -1.703, 4.171)
C (-2.515, -0.944, 5.163)
C (-0.923, -1.181, 4.767)
N (0.098, -0.465, 5.624)
H (2.624, 1.455, -1.450)
H (4.391, 0.984, -0.993)
H (3.630, 0.113, -2.482)
H (3.024, -1.717, -0.868)
H (1.722, -0.501, -0.061)
H (4.196, -3.089, 0.989)
H (5.782, -2.339, 1.697)
H (4.309, -2.498, 2.863)
H (4.057, 2.594, 2.325)
H (2.835, 4.414, 5.729)
H (3.433, 4.870, 3.938)
H (0.990, 5.934, 5.240)
H (0.203, 4.379, 4.521)
H (0.357, 6.826, 3.101)
H (1.972, 6.028, 2.380)
H (0.753, 2.496, 6.018)
H (-1.198, -3.570, 1.597)
H (-5.155, -3.737, 2.785)
H (-4.013, -4.181, 1.316)
H (-5.469, -2.665, 0.057)
H (-4.486, -1.228, 0.779)
H (-6.913, -2.466, 2.524)
H (-7.428, -1.507, 0.917)
H (-5.305, 0.076, 2.596)
H (-6.741, -0.427, 3.760)
H (-7.107, 1.244, 0.871)
H (-6.928, 2.028, 2.576)
H (-8.599, 3.035, 1.451)
H (-10.385, 2.273, 1.605)
H (-9.460, 2.930, 3.146)
H (-4.747, -1.518, 4.437)
H (-2.830, -0.261, 6.087)
H (0.601, -1.236, 6.157)
C (6.797, -3.071, -1.745)
O (5.911, -4.180, -1.727)
C (5.366, -4.489, -3.007)
C (5.452, -5.991, -3.312)
O (6.771, -6.519, -3.482)
C (7.624, -6.532, -2.331)
C (7.186, -7.455, -1.188)
O (5.985, -6.989, -0.576)
C (5.020, -8.012, -0.380)
H (6.230, -2.140, -1.679)
H (7.452, -3.150, -0.872)
H (7.431, -3.069, -2.638)
H (5.868, -3.933, -3.816)
H (4.311, -4.189, -2.990)
H (4.948, -6.155, -4.272)
H (4.891, -6.578, -2.588)
H (7.806, -5.517, -1.980)
H (8.593, -6.895, -2.691)
H (7.961, -7.458, -0.413)
H (7.079, -8.476, -1.565)
H (4.980, -8.704, -1.228)
H (4.039, -7.535, -0.292)
H (5.237, -8.553, 0.544)
C (-4.593, 4.054, -7.348)
O (-4.217, 3.332, -6.186)
C (-3.495, 2.136, -6.471)
C (-2.241, 2.009, -5.595)
O (-1.210, 2.972, -5.835)
C (-1.503, 4.336, -5.513)
C (-1.714, 4.638, -4.024)
O (-2.908, 4.029, -3.536)
C (-2.728, 3.348, -2.303)
H (-5.520, 3.645, -7.757)
H (-4.764, 5.095, -7.057)
H (-3.805, 4.045, -8.108)
H (-3.195, 2.077, -7.532)
H (-4.166, 1.295, -6.259)
H (-1.787, 1.036, -5.821)
H (-2.496, 1.970, -4.538)
H (-2.331, 4.703, -6.118)
H (-0.626, 4.908, -5.840)
H (-1.830, 5.721, -3.891)
H (-0.835, 4.318, -3.459)
H (-1.774, 2.810, -2.268)
H (-3.530, 2.610, -2.207)
H (-2.795, 4.058, -1.475)



What did we get for max |F|? Answer: 0.036 0.166 0.033 0.105 hartree/bohr, in the order shown.